Here is a cluster of 4 separate species, C38H87N4O6PS2 in total from the OMol25 dataset. Energies are from ωB97M-V with the def2-TZVPD basis set.

Computed properties:
ΔE to the lowest compared entry with this formula, charge and spin: 0.000 eV
E_LUMO: -0.1 eV
frontier orbital gap: 8.089 eV
strongest force on any atom: 1.0 eV Å⁻¹
E_tot: -3308.03271 hartree

Each line ends with the Löwdin charge.
Atoms and positions in Å:
C1 1.93 1.64 -0.14  -0.095
C2 2.42 0.32 0.48  -0.257
C3 3.22 0.52 1.77  -0.231
C4 3.42 -0.77 2.59  -0.193
C5 4.86 -1.32 2.65  -0.196
C6 5.34 -1.70 4.06  -0.186
C7 6.35 -0.77 4.75  -0.172
C8 6.34 0.69 4.31  -0.205
N1 7.18 1.50 5.19  -0.198
C9 7.52 2.83 4.66  -0.191
C10 8.91 2.87 3.98  -0.164
C11 8.93 3.35 2.53  -0.211
C12 7.97 2.63 1.58  -0.217
C13 7.75 3.42 0.27  -0.209
C14 6.39 4.11 0.22  -0.228
C15 6.27 5.17 -0.88  -0.263
C16 5.70 4.61 -2.19  -0.115
C17 6.78 1.53 6.55  -1.153
S1 7.85 1.39 7.75  0.694
S2 5.06 1.72 7.00  0.880
C18 4.51 3.20 6.07  -0.455
C19 3.53 2.99 4.91  -0.328
C20 3.84 3.89 3.69  -0.523
P1 2.60 5.27 3.57  0.793
H1 0.85 1.75 -0.04  0.051
H2 2.17 1.71 -1.20  0.069
H3 2.40 2.50 0.36  0.059
H4 1.57 -0.32 0.71  0.097
H5 3.03 -0.23 -0.25  0.109
H6 4.20 0.96 1.53  0.101
H7 2.67 1.24 2.38  0.094
H8 2.78 -1.54 2.15  0.104
H9 3.05 -0.62 3.61  0.101
H10 4.90 -2.22 2.04  0.104
H11 5.55 -0.61 2.17  0.093
H12 5.80 -2.69 4.02  0.103
H13 4.46 -1.83 4.70  0.105
H14 6.16 -0.81 5.83  0.091
H15 7.37 -1.14 4.62  0.120
H16 5.32 1.10 4.22  0.097
H17 6.79 0.77 3.31  0.106
H18 6.74 3.17 3.96  0.095
H19 7.52 3.53 5.50  0.111
H20 9.35 1.88 4.06  0.117
H21 9.55 3.54 4.56  0.109
H22 8.75 4.44 2.48  0.115
H23 9.94 3.20 2.15  0.114
H24 8.37 1.64 1.35  0.115
H25 7.00 2.47 2.06  0.078
H26 8.55 4.16 0.15  0.108
H27 7.82 2.72 -0.57  0.111
H28 6.19 4.57 1.20  0.103
H29 5.62 3.34 0.09  0.105
H30 7.25 5.61 -1.08  0.103
H31 5.60 5.96 -0.54  0.100
H32 6.39 3.89 -2.64  0.071
H33 4.77 4.07 -1.99  0.065
H34 5.49 5.39 -2.91  0.068
H35 4.05 3.80 6.85  0.072
H36 5.40 3.74 5.75  0.055
H37 3.52 1.95 4.60  0.068
H38 2.52 3.20 5.27  0.086
H39 4.81 4.37 3.79  0.048
H40 3.84 3.31 2.77  0.040
H41 1.52 4.48 3.12  -0.113
H42 2.97 5.76 2.30  -0.126
C21 -3.11 0.29 -6.03  -0.120
O1 -3.98 0.52 -4.95  -0.194
C22 -4.42 -0.67 -4.29  -0.205
C23 -3.87 -0.76 -2.89  -0.212
N2 -2.43 -0.99 -2.91  -0.034
C24 -1.79 -0.92 -1.60  -0.195
C25 -1.84 0.40 -0.85  -0.218
O2 -1.09 1.44 -1.46  -0.203
C26 -1.76 2.17 -2.46  -0.093
H43 -2.96 1.25 -6.53  0.087
H44 -2.13 -0.08 -5.71  0.081
H45 -3.53 -0.42 -6.75  0.087
H46 -4.14 -1.56 -4.87  0.117
H47 -5.52 -0.63 -4.24  0.120
H48 -4.36 -1.60 -2.39  0.101
H49 -4.14 0.16 -2.36  0.106
H50 -2.00 -0.32 -3.53  0.075
H51 -0.74 -1.19 -1.73  0.119
H52 -2.24 -1.69 -0.96  0.108
H53 -1.38 0.24 0.13  0.118
H54 -2.87 0.74 -0.67  0.111
H55 -2.84 2.24 -2.26  0.088
H56 -1.62 1.74 -3.46  0.075
H57 -1.34 3.18 -2.47  0.089
C27 -8.99 2.35 -3.71  -0.115
O3 -9.77 1.96 -2.59  -0.195
C28 -10.61 0.84 -2.80  -0.218
C29 -10.14 -0.35 -1.99  -0.218
N3 -8.87 -0.85 -2.49  -0.047
C30 -8.24 -1.87 -1.66  -0.201
C31 -7.80 -1.49 -0.25  -0.223
O4 -6.74 -0.56 -0.22  -0.188
C32 -7.10 0.80 -0.29  -0.098
H58 -8.52 3.29 -3.46  0.089
H59 -8.22 1.61 -3.95  0.078
H60 -9.62 2.49 -4.59  0.088
H61 -10.64 0.58 -3.87  0.122
H62 -11.62 1.11 -2.49  0.122
H63 -10.89 -1.14 -2.06  0.124
H64 -10.10 -0.03 -0.94  0.108
H65 -8.23 -0.07 -2.59  0.070
H66 -7.35 -2.21 -2.19  0.096
H67 -8.92 -2.73 -1.59  0.122
H68 -7.43 -2.39 0.23  0.118
H69 -8.64 -1.12 0.36  0.112
H70 -8.07 0.99 0.18  0.089
H71 -7.15 1.17 -1.32  0.073
H72 -6.34 1.38 0.23  0.087
C33 -0.99 -7.79 -2.40  -0.118
O5 -2.37 -8.11 -2.45  -0.195
C34 -3.01 -8.20 -1.18  -0.218
C35 -4.01 -7.08 -1.01  -0.219
N4 -3.34 -5.79 -0.88  -0.046
C36 -4.22 -4.63 -0.90  -0.192
C37 -5.04 -4.37 -2.16  -0.221
O6 -4.27 -3.99 -3.28  -0.195
C38 -3.71 -5.03 -4.05  -0.089
H73 -0.60 -7.90 -3.40  0.088
H74 -0.82 -6.76 -2.06  0.080
H75 -0.45 -8.47 -1.73  0.087
H76 -2.27 -8.18 -0.38  0.122
H77 -3.54 -9.15 -1.14  0.121
H78 -4.59 -7.26 -0.10  0.124
H79 -4.71 -7.12 -1.85  0.108
H80 -2.67 -5.70 -1.63  0.075
H81 -3.61 -3.75 -0.71  0.107
H82 -4.92 -4.72 -0.05  0.120
H83 -5.69 -3.52 -1.96  0.092
H84 -5.69 -5.22 -2.41  0.117
H85 -4.35 -5.92 -4.05  0.090
H86 -2.71 -5.31 -3.71  0.077
H87 -3.62 -4.66 -5.07  0.087

Here is a cluster of 8 separate species, C38H88F12N6O2P2 in total from the OMol25 dataset. Energies are from ωB97M-V with the def2-TZVPD basis set.

Computed properties:
E_LUMO (spin up / spin down): -5.9 / -6.0 eV
frontier orbital gap (spin up / spin down): 3.012 / 7.765 eV
strongest force on any atom: 5.4 eV Å⁻¹
E_tot: -3860.12026 hartree
total charge: +3
spin multiplicity: 2

Each line ends with the Mulliken spin population.
Atoms and positions in Å:
C1 -3.81 -2.98 -3.68  0.006
C2 -3.25 -4.00 -2.71  -0.001
O1 -3.07 -5.18 -3.09  0.000
N1 -2.71 -3.56 -1.36  -0.001
H1 -3.23 -2.78 -0.99  0.001
H2 -2.93 -4.40 -0.84  0.000
C3 -1.21 -3.37 -1.24  -0.012
H3 -4.90 -2.91 -3.64  0.000
H4 -3.49 -3.36 -4.64  -0.003
H5 -3.60 -1.92 -3.52  0.002
H6 -1.15 -3.11 -0.18  0.001
H7 -0.94 -2.51 -1.84  0.013
H8 -0.62 -4.28 -1.29  -0.001
C4 -0.51 0.16 -6.64  -0.069
C5 -1.06 0.13 -5.26  0.545
O2 -2.04 -0.48 -4.95  0.276
N2 -0.19 0.81 -4.23  0.039
H9 0.17 1.65 -4.65  0.028
H10 -0.89 0.99 -3.52  -0.019
C6 0.93 -0.10 -3.75  0.166
H11 0.41 0.75 -6.63  0.005
H12 -1.21 0.53 -7.39  0.028
H13 -0.07 -0.82 -6.84  0.036
H14 1.18 0.33 -2.78  0.042
H15 1.86 -0.08 -4.32  -0.088
H16 0.55 -1.12 -3.62  0.016
C7 -1.06 6.14 -1.86  0.001
C8 -1.99 4.90 -2.05  -0.014
C9 -3.52 4.93 -1.63  0.002
N3 -3.68 5.24 -0.12  0.000
C10 -2.80 4.28 0.76  0.000
C11 -5.05 4.86 0.26  0.000
C12 -5.28 5.44 1.68  0.000
C13 -4.38 6.71 1.67  0.000
C14 -3.55 6.66 0.39  0.000
H17 -0.51 6.15 -0.92  0.001
H18 -1.59 7.09 -1.92  0.000
H19 -0.31 6.09 -2.65  0.000
H20 -1.56 3.96 -1.68  0.009
H21 -2.06 4.68 -3.11  0.003
H22 -3.92 3.92 -1.77  0.000
H23 -4.04 5.73 -2.16  0.000
H24 -1.77 4.41 0.42  0.000
H25 -3.11 3.27 0.48  0.000
H26 -2.79 4.56 1.81  0.000
H27 -5.27 3.81 0.04  0.000
H28 -5.80 5.43 -0.28  0.000
H29 -5.11 4.60 2.34  0.000
H30 -6.31 5.73 1.86  0.000
H31 -3.83 6.68 2.61  0.000
H32 -4.97 7.62 1.70  0.000
H33 -2.50 6.84 0.63  0.000
H34 -3.91 7.30 -0.42  0.000
C15 -2.79 -6.28 5.05  0.000
C16 -2.40 -4.98 5.72  0.000
C17 -2.38 -3.91 4.53  0.000
N4 -2.29 -2.49 5.20  0.000
C18 -3.37 -2.14 6.32  0.000
C19 -2.48 -1.53 4.01  0.000
C20 -1.10 -1.11 3.49  0.000
C21 -0.30 -1.05 4.82  0.000
C22 -0.83 -2.19 5.72  0.000
H35 -3.82 -6.35 4.72  0.000
H36 -2.71 -7.10 5.76  0.000
H37 -2.05 -6.45 4.26  0.000
H38 -1.38 -5.19 6.03  0.000
H39 -3.04 -4.70 6.57  0.000
H40 -3.31 -3.95 3.98  0.000
H41 -1.52 -4.06 3.88  0.000
H42 -4.35 -2.22 5.86  0.000
H43 -3.39 -1.14 6.77  0.000
H44 -3.12 -2.83 7.13  0.000
H45 -2.94 -0.62 4.38  0.000
H46 -3.08 -1.93 3.19  0.000
H47 -1.14 -0.15 2.99  0.000
H48 -0.66 -1.81 2.79  0.000
H49 -0.50 -0.14 5.39  0.000
H50 0.77 -1.11 4.61  0.000
H51 -0.81 -1.96 6.79  0.000
H52 -0.17 -3.06 5.70  0.000
C23 1.70 -1.99 0.51  -0.022
C24 2.80 -2.53 -0.42  -0.016
C25 3.12 -4.01 -0.05  0.018
N5 4.13 -4.83 -0.92  -0.005
C26 5.49 -4.21 -0.59  0.001
C27 4.08 -6.29 -0.47  0.000
C28 3.51 -6.97 -1.74  0.000
C29 4.08 -6.20 -2.97  0.000
C30 3.92 -4.78 -2.48  0.002
H53 1.95 -2.24 1.54  0.000
H54 0.78 -2.56 0.42  -0.004
H55 1.58 -0.91 0.49  0.003
H56 3.63 -1.84 -0.26  -0.008
H57 2.42 -2.47 -1.44  0.043
H58 2.18 -4.56 -0.13  -0.002
H59 3.55 -4.17 0.94  0.001
H60 5.64 -4.35 0.48  0.000
H61 5.53 -3.18 -0.95  0.000
H62 6.14 -4.82 -1.22  0.000
H63 5.07 -6.63 -0.18  0.000
H64 3.48 -6.40 0.43  0.000
H65 3.81 -8.02 -1.80  0.000
H66 2.43 -7.14 -1.72  0.000
H67 5.05 -6.65 -3.21  0.000
H68 3.53 -6.35 -3.90  0.000
H69 4.49 -3.96 -2.91  -0.003
H70 2.89 -4.44 -2.57  0.005
C31 2.83 2.01 0.18  -0.050
C32 4.12 2.79 0.21  0.000
C33 4.32 3.67 -1.05  0.024
N6 5.54 4.71 -0.93  -0.008
C34 6.76 3.80 -1.24  0.001
C35 5.66 5.43 0.44  0.000
C36 5.99 6.85 0.10  0.000
C37 5.18 7.18 -1.25  0.000
C38 5.41 5.85 -2.04  0.002
H71 2.74 1.58 1.17  0.003
H72 3.00 1.09 -0.39  0.032
H73 1.92 2.56 -0.04  -0.001
H74 4.98 2.13 0.24  0.005
H75 4.05 3.46 1.07  0.000
H76 3.49 4.37 -1.13  0.007
H77 4.40 3.02 -1.92  0.006
H78 6.89 3.01 -0.50  -0.001
H79 7.67 4.39 -1.14  0.000
H80 6.60 3.49 -2.27  0.000
H81 6.42 5.00 1.10  0.000
H82 4.63 5.32 0.79  0.000
H83 7.05 6.81 -0.11  0.000
H84 5.87 7.40 1.03  0.000
H85 5.48 8.05 -1.83  0.000
H86 4.10 7.35 -1.17  0.000
H87 6.37 5.83 -2.55  0.000
H88 4.66 5.69 -2.81  -0.001
P1 -5.45 -4.08 0.87  0.000
F1 -6.15 -5.38 1.37  0.000
F2 -6.94 -3.36 1.26  0.000
F3 -5.04 -3.79 2.38  0.000
F4 -4.82 -2.61 0.35  0.000
F5 -4.02 -4.75 0.59  0.000
F6 -6.02 -4.37 -0.66  0.000
P2 -1.89 0.44 -0.43  0.008
F7 -3.06 -0.60 -0.71  -0.002
F8 -2.72 1.57 -1.33  -0.002
F9 -2.53 0.96 0.90  0.000
F10 -0.73 1.52 -0.24  -0.006
F11 -1.02 -0.64 0.49  -0.002
F12 -1.12 -0.19 -1.75  -0.042

Here is a cluster of 13 separate species, C38H88N12O15 in total from the OMol25 dataset. Energies are from ωB97M-V with the def2-TZVPD basis set.

Computed properties:
E_LUMO: 0.2 eV
frontier orbital gap: 9.234 eV
strongest force on any atom: 1.8 eV Å⁻¹
E_tot: -3286.63099 hartree

Each line ends with the Löwdin charge.
Atoms and positions in Å:
C1 8.83 17.40 28.49  0.005
O1 10.03 17.27 27.67  -0.005
C2 10.03 16.35 26.73  -0.627
O2 9.23 15.46 26.63  0.094
O3 11.08 16.57 25.94  0.006
C3 11.35 15.55 24.96  -0.032
H1 8.02 17.87 27.93  0.083
H2 9.12 18.01 29.34  0.081
H3 8.56 16.41 28.86  0.071
H4 11.52 14.56 25.39  0.066
H5 12.25 15.81 24.41  0.077
H6 10.51 15.41 24.27  0.078
C4 8.06 12.92 25.04  0.006
C5 7.19 11.72 25.32  -0.534
O4 7.04 11.35 26.49  0.012
N1 6.54 11.15 24.29  0.011
C6 5.68 10.01 24.52  -0.076
H7 7.66 13.71 25.67  0.073
H8 8.12 13.16 23.98  0.073
H9 9.07 12.72 25.38  0.064
H10 6.69 11.52 23.37  0.125
H11 6.18 9.27 25.13  0.085
H12 5.35 9.57 23.58  0.082
H13 4.74 10.31 24.99  0.090
C7 5.22 17.51 26.20  -0.002
C8 5.69 16.67 25.05  -0.564
O5 4.99 15.82 24.53  0.033
N2 6.94 16.95 24.61  0.018
C9 7.50 16.33 23.45  -0.074
H14 5.81 17.36 27.10  0.061
H15 4.16 17.36 26.38  0.084
H16 5.40 18.56 25.93  0.074
H17 7.39 17.83 24.85  0.082
H18 8.12 15.49 23.74  0.050
H19 7.99 17.08 22.82  0.079
H20 6.71 15.98 22.78  0.086
C10 12.13 17.92 30.92  0.004
C11 10.89 17.19 31.38  -0.562
O6 10.09 17.70 32.15  0.032
N3 10.71 15.94 30.86  0.020
C12 11.67 15.18 30.06  -0.056
H21 12.02 18.96 31.22  0.086
H22 12.14 17.99 29.83  0.070
H23 13.03 17.52 31.37  0.092
H24 9.89 15.47 31.20  0.124
H25 11.72 15.63 29.06  0.073
H26 11.39 14.14 30.01  0.073
H27 12.67 15.29 30.50  0.091
C13 9.95 20.22 26.34  0.018
C14 8.91 20.26 25.25  -0.504
O7 7.85 19.64 25.35  -0.001
N4 9.24 20.89 24.11  0.025
C15 10.45 21.66 23.92  -0.074
H28 10.88 19.73 26.06  0.070
H29 9.55 19.67 27.18  0.045
H30 10.15 21.25 26.67  0.095
H31 8.52 21.00 23.41  0.136
H32 10.72 22.29 24.77  0.084
H33 10.36 22.32 23.06  0.085
H34 11.30 21.00 23.73  0.066
C16 12.78 11.74 28.51  0.018
C17 12.16 12.91 27.78  -0.515
O8 12.89 13.79 27.28  -0.025
N5 10.81 12.93 27.68  0.050
C18 9.87 11.86 28.09  -0.050
H35 13.13 11.01 27.79  0.096
H36 12.15 11.30 29.27  0.075
H37 13.67 12.13 29.02  0.077
H38 10.39 13.80 27.40  0.092
H39 8.90 12.21 27.75  0.048
H40 9.84 11.82 29.19  0.082
H41 10.12 10.89 27.69  0.093
C19 15.55 15.72 22.66  0.020
C20 15.46 15.50 24.14  -0.535
O9 16.04 16.28 24.88  0.008
N6 14.74 14.47 24.60  0.054
C21 14.20 13.41 23.78  -0.079
H42 16.59 15.51 22.37  0.100
H43 15.39 16.75 22.36  0.075
H44 14.88 15.12 22.05  0.066
H45 14.65 14.37 25.60  0.107
H46 13.51 13.64 22.98  0.065
H47 13.63 12.75 24.44  0.080
H48 14.99 12.74 23.42  0.094
C22 10.94 13.47 21.38  0.001
C23 10.70 12.44 22.47  -0.526
O10 11.02 12.63 23.64  0.003
N7 10.07 11.31 22.08  0.014
C24 9.69 10.22 22.98  -0.055
H49 11.04 14.44 21.85  0.057
H50 10.13 13.54 20.65  0.085
H51 11.89 13.30 20.87  0.087
H52 9.79 11.25 21.11  0.128
H53 9.83 10.57 24.00  0.075
H54 10.36 9.36 22.84  0.084
H55 8.67 9.91 22.81  0.071
C25 5.85 20.48 28.71  0.011
C26 7.17 20.77 29.40  -0.540
O11 8.19 20.32 28.96  0.041
N8 7.14 21.54 30.52  0.004
C27 8.37 21.95 31.19  -0.068
H56 5.59 19.44 28.90  0.082
H57 5.95 20.72 27.66  0.081
H58 5.07 21.13 29.12  0.074
H59 6.32 21.55 31.09  0.130
H60 8.54 21.40 32.11  0.086
H61 8.27 23.03 31.38  0.081
H62 9.23 21.90 30.54  0.079
C28 10.85 17.69 20.98  0.005
C29 12.05 17.22 20.19  -0.573
O12 12.22 16.06 19.93  0.042
N9 12.91 18.20 19.84  0.004
C30 13.99 18.02 18.91  -0.069
H63 9.94 17.65 20.38  0.089
H64 10.97 18.71 21.33  0.072
H65 10.74 17.07 21.87  0.066
H66 12.59 19.14 19.97  0.133
H67 14.81 18.67 19.24  0.082
H68 13.64 18.26 17.92  0.087
H69 14.45 17.04 18.97  0.083
C31 14.43 16.93 27.74  0.006
C32 15.30 16.02 28.58  -0.542
O13 15.95 16.48 29.52  0.026
N10 15.40 14.73 28.20  0.006
C33 16.37 13.82 28.80  -0.077
H70 15.07 17.57 27.13  0.079
H71 13.85 17.54 28.42  0.066
H72 13.83 16.35 27.04  0.057
H73 14.63 14.22 27.75  0.067
H74 17.20 14.42 29.17  0.081
H75 16.72 13.13 28.04  0.078
H76 16.01 13.29 29.69  0.076
C34 13.26 18.62 24.85  -0.004
C35 14.29 19.44 24.15  -0.557
O14 14.00 20.52 23.64  0.008
N11 15.53 18.93 24.15  0.015
C36 16.63 19.59 23.50  -0.069
H77 12.39 18.54 24.20  0.079
H78 12.98 19.03 25.81  0.086
H79 13.51 17.56 24.90  0.051
H80 15.72 18.03 24.61  0.082
H81 16.43 20.64 23.35  0.079
H82 16.80 19.18 22.49  0.078
H83 17.53 19.42 24.08  0.087
O15 5.72 13.06 30.46  0.042
C37 6.29 13.59 29.52  -0.576
N12 7.62 13.95 29.54  0.158
C38 5.63 13.91 28.22  0.005
H84 8.16 13.74 30.36  0.097
H85 8.03 14.20 28.65  0.059
H86 6.00 14.84 27.79  0.068
H87 4.55 13.87 28.31  0.091
H88 5.85 13.10 27.53  0.068